Entry 1:
DFT (wB97M-V/def2-TZVPD) results for 3 unconnected molecules or ions with the total composition C4H11N3.

Structure (ORCA input):
```
! wB97M-V def2-TZVPD RIJCOSX def2/J DEFGRID3
* xyz 0 1
C 1.297 -0.617 -0.541
C 0.521 1.658 0.669
N 1.212 -0.830 0.900
C -1.089 -0.253 0.275
C 0.245 0.182 0.563
N -1.680 0.468 -0.658
N -1.483 -1.514 0.673
H 1.992 -0.448 1.425
H -2.612 0.143 -0.902
H -0.713 0.509 -1.730
H -0.771 -2.051 1.146
H -2.101 -2.030 0.067
H 2.187 -0.108 -0.893
H 1.043 -1.514 -1.091
H 0.206 0.287 -1.965
H 0.500 2.123 -0.320
H -0.251 2.139 1.269
H 1.498 1.856 1.114
*
```

Output
- Kohn-Sham gap (eV) = 9.1
- highest occupied orbital energy (eV) = -8.058

Entry 2:
DFT (wB97M-V/def2-TZVPD) results for 2 unconnected molecules or ions with the total composition C4H11N3.

Structure (ORCA input):
```
! wB97M-V def2-TZVPD RIJCOSX def2/J DEFGRID3
* xyz 0 1
H 2.257 -0.675 -0.614
N 2.390 -0.345 0.342
C 1.542 -0.807 1.162
N 0.650 -1.839 0.955
H 1.644 -0.518 2.204
H 0.049 -2.140 1.705
H 0.461 -2.111 0.002
C -1.634 0.081 -1.494
C -1.411 0.322 -0.032
C -0.462 1.120 0.485
N 0.411 1.923 -0.241
H -0.697 0.116 -2.051
H -2.293 0.841 -1.919
H -2.099 -0.890 -1.656
H -2.155 -0.088 0.634
H -0.478 1.350 1.544
H 1.323 2.010 0.186
H 0.503 1.651 -1.210
*
```

Output
- Kohn-Sham gap (eV) = 8.8
- highest occupied orbital energy (eV) = -7.814

Entry 3:
DFT (wB97M-V/def2-TZVPD) results for a single C4H11N3 molecule.

Structure (ORCA input):
```
! wB97M-V def2-TZVPD RIJCOSX def2/J DEFGRID3
* xyz 0 1
C 0.855 -0.913 -2.040
N 1.264 0.035 -1.300
C 0.408 0.553 -0.056
C -0.257 1.844 -0.534
N -0.465 -0.507 0.391
C 0.250 -1.540 1.147
N -1.450 0.197 1.381
H -0.028 -1.542 -1.835
H 1.418 -1.175 -2.951
H 1.161 0.801 0.701
H -0.590 2.452 0.313
H -1.109 1.636 -1.189
H 0.452 2.453 -1.104
H 1.103 -1.931 0.583
H 0.632 -1.175 2.108
H -0.425 -2.380 1.337
H -0.985 0.605 2.193
H -2.234 0.586 0.856
*
```

Output
- Kohn-Sham gap (eV) = 10.0
- highest occupied orbital energy (eV) = -8.874

Entry 4:
DFT (wB97M-V/def2-TZVPD) results for 2 unconnected molecules or ions with the total composition C4H11N3.

Structure (ORCA input):
```
! wB97M-V def2-TZVPD RIJCOSX def2/J DEFGRID3
* xyz 2 1
C -2.777 -0.108 0.065
C -0.321 -0.167 -0.232
C 0.144 1.186 0.157
C 3.586 0.088 -0.139
N -3.810 -0.798 0.235
N -1.529 -0.680 -0.276
N 2.789 -0.907 0.091
H -2.841 1.008 0.071
H 0.809 1.455 -0.609
H -0.575 1.911 0.310
H 0.595 1.065 1.048
H 4.662 0.109 -0.285
H 3.363 0.919 0.572
H 2.873 0.754 -0.845
H -4.704 -0.397 0.161
H -3.756 -1.845 0.096
H -1.550 -1.636 -0.435
H 3.041 -1.958 0.014
*
```

Output
- Kohn-Sham gap (spin up / spin down) (eV) = 4.9 / 6.4
- highest occupied orbital energy (spin up / spin down) (eV) = -15.800 / -16.618

Entry 5:
DFT (wB97M-V/def2-TZVPD) results for a molecular structure, C4H11N3O.

Structure (ORCA input):
```
! wB97M-V def2-TZVPD RIJCOSX def2/J DEFGRID3
* xyz 0 1
C 0.382 1.674 -1.376
N 0.186 0.617 -2.355
C -0.785 -0.302 -2.263
O -1.610 -0.372 -1.370
H 0.796 0.591 -3.156
H -0.786 -1.011 -3.108
H 1.376 2.101 -1.501
H 0.301 1.270 -0.367
H -0.373 2.454 -1.500
N -0.207 0.204 1.696
N -1.548 0.166 1.481
C 0.619 -1.337 1.511
C 1.634 -1.658 2.313
H -0.032 0.426 2.673
H -2.081 -0.491 2.048
H -1.759 0.071 0.486
H -0.067 -1.972 0.951
H 1.837 -1.497 0.872
H 2.117 -0.935 2.966
*
```

Output
- Kohn-Sham gap (eV) = 8.0
- highest occupied orbital energy (eV) = -7.376

Entry 6:
DFT (wB97M-V/def2-TZVPD) results for a single C4H11N3O molecule.

Structure (ORCA input):
```
! wB97M-V def2-TZVPD RIJCOSX def2/J DEFGRID3
* xyz 0 1
C -0.799 -1.339 -1.123
C -0.822 -0.435 0.110
C -2.201 -0.298 0.726
C -0.099 0.849 -0.080
O -0.535 1.981 0.052
N 1.321 0.509 0.242
N 2.112 -0.263 -0.607
N 2.062 1.532 0.853
H -1.751 -1.305 -1.664
H -0.617 -2.378 -0.836
H -0.042 -1.048 -1.855
H 0.209 -0.782 0.745
H -2.554 -1.268 1.090
H -2.936 0.050 -0.009
H -2.200 0.417 1.554
H 2.279 0.269 -1.462
H 3.015 -0.376 -0.150
H 1.907 1.460 1.858
H 1.652 2.425 0.558
*
```

Output
- Kohn-Sham gap (eV) = 9.3
- highest occupied orbital energy (eV) = -8.664

Entry 7:
DFT (wB97M-V/def2-TZVPD) results for a single C4H11N3O molecule.

Structure (ORCA input):
```
! wB97M-V def2-TZVPD RIJCOSX def2/J DEFGRID3
* xyz 0 1
C 0.601 1.430 -1.585
C 0.628 0.364 -0.478
C 0.870 -1.064 -0.903
N 1.271 -2.048 0.109
N -0.703 0.507 0.170
C -0.965 0.129 1.466
N -2.266 0.180 1.936
O -0.084 -0.230 2.239
H -0.304 1.406 -2.186
H 0.687 2.415 -1.125
H 1.465 1.365 -2.244
H 1.350 0.783 0.232
H -0.017 -1.505 -1.360
H 1.621 -1.228 -1.695
H 1.893 -1.600 0.757
H 0.583 -2.646 0.542
H -1.511 0.653 -0.418
H -2.868 0.910 1.596
H -2.253 0.180 2.947
*
```

Output
- Kohn-Sham gap (eV) = 9.4
- highest occupied orbital energy (eV) = -8.549

no.,strongest force on any atom (eV/A)
1,3.11
2,1.69
3,3.72
4,4.14
5,4.78
6,4.19
7,2.30